{
  "formula": "C15H13Cl6O4",
  "method": "ωB97M-V/def2-TZVPD",
  "e_lumo_ev": 0.365,
  "total_charge": -1,
  "e_tot_ha": -3641.51798,
  "homo_ev": -3.03,
  "largest_force_ha_per_bohr": 0.057,
  "species": ["Cl", "C", "Cl", "C", "O", "C", "Cl", "C", "Cl", "C", "Cl", "C", "Cl", "C", "C", "O", "C", "C", "C", "O", "C", "C", "C", "C", "O", "H", "H", "H", "H", "H", "H", "H", "H", "H", "H", "H", "H", "H"],
  "positions_angstrom": [[0.5460, 0.5064, -1.5095], [1.3097, 0.3237, -3.0777], [0.2967, 1.0551, -4.3012], [2.5907, 1.1025, -3.0489], [2.5566, 2.3044, -2.8620], [3.8304, 0.4151, -3.2596], [5.2984, 1.3347, -3.1978], [3.8757, -0.9207, -3.5209], [5.3934, -1.6859, -3.8149], [2.6817, -1.6897, -3.5877], [2.7803, -3.3871, -3.9548], [1.4705, -1.1213, -3.3810], [0.0501, -2.0969, -3.4736], [1.1794, -2.6140, 3.7030], [1.1442, -1.1520, 3.3102], [-0.0515, -0.8603, 2.6239], [-0.0960, 0.4536, 2.2440], [-1.2933, 0.8313, 1.5281], [-1.5177, 2.1669, 1.1065], [-0.7229, 3.0751, 1.3149], [-2.7860, 2.5412, 0.3688], [-3.9171, 1.5080, 0.4661], [-3.3856, 0.0867, 0.2600], [-2.2988, -0.2561, 1.2924], [0.8160, 1.2315, 2.4963], [2.0869, -2.8932, 4.2407], [0.3224, -2.8536, 4.3326], [1.1011, -3.2426, 2.8158], [1.2010, -0.4876, 4.1845], [1.9809, -0.8808, 2.6509], [-3.1161, 3.5153, 0.7459], [-2.5280, 2.7039, -0.6817], [-4.4006, 1.5760, 1.4472], [-4.7088, 1.7271, -0.2628], [-4.2057, -0.6429, 0.3083], [-2.9707, -0.0064, -0.7507], [-1.7506, -1.1583, 0.9915], [-2.7629, -0.5090, 2.2533]],
  "forces_ev_per_angstrom": [[-0.21, -0.01, 0.84], [-0.53, -0.59, 0.24], [-0.47, 0.32, -0.83], [0.17, 2.52, 0.41], [-0.01, -0.93, -0.18], [1.76, -1.34, -0.29], [-0.62, -0.05, 0.03], [1.29, 1.42, 0.08], [-0.37, 0.02, 0.08], [-1.83, -0.87, -0.04], [0.15, 0.43, 0.11], [0.36, -1.35, -0.34], [0.17, 0.49, 0.11], [-0.45, -0.07, -0.21], [0.69, 0.20, 0.28], [-0.06, -0.68, 0.18], [-0.84, 2.54, -1.13], [0.03, -0.78, -0.29], [0.52, -0.65, 0.61], [0.53, 1.44, -0.12], [-0.87, -0.36, -0.22], [-0.01, -0.06, -0.10], [0.17, 0.00, 0.19], [-0.23, -0.28, -0.10], [0.44, -0.88, 0.46], [0.05, 0.21, -0.03], [-0.03, -0.01, 0.10], [0.05, -0.06, -0.07], [0.18, -0.24, -0.11], [0.01, -0.14, 0.30], [0.13, -0.12, 0.03], [0.11, -0.05, -0.06], [0.12, -0.05, 0.08], [0.09, 0.01, 0.01], [0.08, 0.08, 0.08], [0.09, 0.14, 0.00], [-0.33, -0.06, -0.09], [-0.33, -0.20, 0.00]]
}

---

{
  "formula": "C15H13CuN4OS2",
  "method": "ωB97M-V/def2-TZVPD",
  "multiplicity": 2,
  "e_lumo_ev": [2.670, 2.643],
  "total_charge": -1,
  "e_tot_ha": -3310.37743,
  "s2": 0.7574,
  "homo_ev": [-2.34, -3.33],
  "largest_force_ha_per_bohr": 0.193,
  "species": ["Cu", "N", "C", "S", "N", "N", "C", "C", "C", "C", "C", "C", "C", "O", "H", "H", "H", "H", "H", "H", "H", "S", "C", "N", "C", "C", "C", "C", "C", "C", "H", "H", "H", "H", "H", "H"],
  "positions_angstrom": [[1.2439, 0.5915, 0.1127], [4.0758, 2.4842, 2.4668], [2.9400, 2.0921, 1.8287], [3.2409, 1.6309, 0.2138], [1.8003, 2.0169, 2.4484], [0.7563, 1.4991, 1.6729], [-0.1934, 2.3608, 1.5187], [-1.3926, 2.0766, 0.7041], [-2.6193, 2.5538, 1.2027], [-3.7950, 2.3140, 0.5012], [-3.7333, 1.6121, -0.6955], [-2.4964, 1.1645, -1.1849], [-1.2722, 1.3788, -0.5193], [-0.1565, 0.9903, -1.0056], [4.8207, 2.1203, 1.8831], [4.0574, 2.0874, 3.3919], [-0.1564, 3.3451, 2.0146], [-2.6434, 3.0875, 2.1459], [-4.7447, 2.6641, 0.8860], [-4.6325, 1.4063, -1.2642], [-2.4666, 0.6260, -2.1314], [-0.3002, -1.7707, -3.4456], [0.2441, -0.3815, -2.4177], [0.6090, -0.6843, -1.2267], [0.5116, -2.0501, -0.9567], [0.8443, -2.6441, 0.2587], [0.6956, -4.0321, 0.3874], [0.2194, -4.7954, -0.6956], [-0.1095, -4.1716, -1.9116], [0.0467, -2.7885, -2.0169], [0.2632, 0.6388, -2.7763], [1.2094, -2.0461, 1.0838], [0.9481, -4.5141, 1.3224], [0.1070, -5.8661, -0.5897], [-0.4758, -4.7525, -2.7477], [2.5540, -0.2444, -0.4583]],
  "forces_ev_per_angstrom": [[3.26, -1.32, 0.24], [0.80, 0.29, 0.98], [-1.82, -0.56, -0.74], [0.37, 0.80, -0.83], [0.86, 0.15, 0.69], [-0.39, 2.28, 1.00], [-0.57, -0.46, 0.08], [0.09, 0.62, 1.68], [0.33, -0.58, -0.87], [-0.19, 0.21, 0.32], [1.17, -0.37, -0.25], [-1.22, -0.06, -0.48], [-0.81, 0.75, -0.06], [-5.59, 8.19, 0.77], [0.34, 0.21, 0.56], [0.41, 0.13, 0.47], [0.24, -0.50, -0.02], [0.07, 0.03, -0.01], [-0.01, 0.02, 0.00], [-0.01, 0.00, 0.01], [-0.02, 0.08, 0.08], [0.78, 0.23, 1.82], [0.36, -1.93, -1.47], [1.60, -6.76, -1.48], [0.45, 0.89, -0.26], [-0.14, -1.10, 0.19], [-0.15, 0.73, -0.61], [-0.02, 0.72, -0.43], [0.12, -0.24, 0.74], [-0.78, -1.22, -1.45], [0.19, -0.63, -0.68], [0.02, 0.10, -0.12], [0.00, -0.01, 0.00], [-0.01, -0.02, -0.05], [-0.01, -0.04, 0.01], [0.27, -0.62, 0.14]]
}

---

{
  "formula": "C15H13F3N4O3",
  "method": "ωB97M-V/def2-TZVPD",
  "e_lumo_ev": 0.369,
  "total_charge": 0,
  "e_tot_ha": -1323.68473,
  "e_above_lowest_kcal_mol": 21.2,
  "homo_ev": -8.74,
  "largest_force_ha_per_bohr": 0.122,
  "species": ["O", "F", "F", "F", "N", "N", "O", "O", "C", "C", "C", "C", "C", "C", "C", "C", "C", "C", "C", "N", "N", "C", "C", "C", "C", "H", "H", "H", "H", "H", "H", "H", "H", "H", "H", "H", "H", "H"],
  "positions_angstrom": [[2.3588, 1.7446, -2.2559], [-4.6417, -0.2443, 4.5711], [-3.1813, 0.6728, 6.0727], [-2.9705, -1.3318, 5.2559], [-3.0305, 1.4770, 2.8660], [-1.2494, 0.1708, 3.5135], [-1.7831, 2.3573, 0.9556], [0.3540, 0.9741, -1.3214], [1.5065, 0.9060, -2.0890], [-2.0361, 1.7156, 2.1228], [-2.5431, 0.5175, 3.7084], [0.0796, 1.4031, 1.8048], [-0.5088, 2.0557, 0.6573], [1.0131, -4.3261, -2.2556], [0.7569, -3.4808, -1.1481], [1.3218, -3.8034, -3.5177], [0.9580, -2.0760, -1.3310], [1.3625, -2.4426, -3.6782], [1.2255, -1.5424, -2.5990], [-0.9588, 1.0283, 2.5146], [1.7693, -0.2850, -2.7109], [1.4829, 0.8872, 1.9139], [-3.3527, -0.0800, 4.9043], [-0.5453, 3.2190, -1.6267], [0.1679, 2.2499, -0.6901], [0.8038, -5.3688, -2.1278], [0.6393, -3.7820, -0.0552], [1.5365, -4.4140, -4.4628], [0.8904, -1.3698, -0.4438], [1.7207, -2.0899, -4.6028], [2.2525, -0.0429, -3.5575], [1.5405, -0.1874, 1.6735], [2.0961, 1.3996, 1.1688], [1.9104, 1.1103, 2.9468], [-1.2724, 2.7225, -2.1881], [0.1822, 3.6373, -2.3440], [-1.0952, 4.0478, -1.1570], [1.2399, 2.5713, -0.4875]],
  "forces_ev_per_angstrom": [[-0.92, 1.46, 0.66], [0.32, 1.16, 0.43], [-0.75, -0.72, -2.07], [0.61, 0.78, -0.42], [-2.87, -0.78, 1.77], [-1.21, 1.16, 0.57], [-1.86, -0.26, 0.44], [1.07, -0.52, -1.08], [0.19, -0.60, 0.50], [1.24, 0.11, -1.57], [0.47, -0.31, 0.85], [2.21, 0.55, -5.83], [3.87, -1.39, 2.39], [-1.00, 0.29, 0.78], [1.18, 1.55, 0.04], [-0.31, -0.81, -0.62], [-0.84, -0.24, 0.96], [0.34, 0.63, 1.10], [0.43, -2.29, 0.73], [-1.34, -0.54, 1.85], [-1.14, 0.97, -0.63], [0.14, 0.28, 0.85], [0.53, -0.56, 0.32], [1.17, 1.12, 0.22], [0.89, 1.41, 1.32], [0.37, -0.52, -0.01], [-0.15, -0.14, -1.92], [-0.45, 0.58, 1.84], [0.14, -1.06, -1.23], [0.15, 0.70, -1.12], [0.40, -0.46, -0.12], [-0.03, 0.30, 0.42], [-0.01, 0.02, 0.19], [-0.53, -0.51, -1.32], [-1.16, -1.11, -0.89], [-0.29, -0.14, 0.36], [0.55, -0.27, 0.29], [-1.44, 0.16, -0.07]]
}

---

{
  "formula": "C15H13HfN3O5",
  "method": "ωB97M-V/def2-TZVPD",
  "e_lumo_ev": -8.234,
  "total_charge": 2,
  "e_tot_ha": -1167.51191,
  "e_above_lowest_kcal_mol": 30.9,
  "homo_ev": -16.91,
  "largest_force_ha_per_bohr": 0.030,
  "species": ["Hf", "O", "C", "O", "C", "C", "C", "C", "C", "N", "C", "O", "O", "H", "H", "H", "C", "C", "O", "N", "C", "C", "C", "C", "C", "C", "N", "H", "H", "H", "H", "H", "H", "H", "H", "H", "H"],
  "positions_angstrom": [[-0.4740, -1.3313, 0.4504], [-2.1137, -0.0115, 3.9630], [-1.9395, -0.2807, 2.8274], [-1.1223, -1.2644, 2.3290], [-2.6249, 0.4027, 1.6634], [-3.8193, 1.0820, 1.7225], [-4.4701, 1.3599, 0.5208], [-3.9805, 0.8742, -0.6955], [-2.7917, 0.1911, -0.6709], [-2.0945, 0.0669, 0.4751], [-2.2475, -0.7043, -1.7658], [-2.3767, -0.5410, -2.9262], [-1.5497, -1.7352, -1.1561], [-4.2540, 1.3316, 2.6811], [-5.4201, 1.8789, 0.5363], [-4.5394, 0.9652, -1.6172], [3.1994, -0.4420, 2.8450], [2.2102, -0.2335, 1.7530], [1.3892, -1.1395, 1.4262], [2.1687, 0.9204, 1.1020], [1.2988, 1.2009, -0.0478], [1.5982, 0.3275, -1.2420], [2.3916, 0.7562, -2.2803], [2.6994, -0.1407, -3.2969], [2.1913, -1.4275, -3.2411], [1.3626, -1.7695, -2.1919], [1.0703, -0.9111, -1.2013], [2.8872, -1.2727, 3.4699], [3.3087, 0.4608, 3.4456], [4.1661, -0.6808, 2.3947], [2.8104, 1.6419, 1.3958], [1.4407, 2.2453, -0.3131], [0.2342, 1.1436, 0.2365], [2.7683, 1.7704, -2.2959], [3.3231, 0.1671, -4.1260], [2.4042, -2.1560, -4.0103], [0.8954, -2.7448, -2.1597]],
  "forces_ev_per_angstrom": [[0.52, -1.39, 0.51], [0.00, -0.07, 0.14], [0.35, -0.32, -0.37], [-0.37, 0.65, 0.30], [-0.13, 0.06, -0.25], [-0.06, 0.15, -0.06], [-0.12, 0.05, -0.05], [-0.09, 0.16, 0.09], [0.02, 0.03, 0.15], [-0.52, -0.06, -0.07], [0.31, -0.36, 0.46], [-0.06, -0.11, -0.16], [-0.38, 0.46, -0.59], [0.01, 0.00, 0.00], [0.01, 0.01, 0.02], [0.00, 0.01, 0.02], [-0.03, 0.03, -0.15], [-0.17, -0.13, -0.01], [0.16, 0.29, 0.11], [0.08, 0.18, -0.06], [0.28, 0.03, 0.07], [0.07, -0.04, 0.24], [0.11, -0.01, -0.03], [0.02, 0.00, -0.08], [0.03, 0.02, -0.03], [-0.16, 0.06, -0.02], [0.02, 0.27, -0.46], [-0.02, -0.01, 0.01], [0.04, -0.02, -0.01], [0.02, 0.00, 0.04], [0.02, 0.07, -0.02], [-0.01, 0.05, 0.04], [0.01, -0.04, 0.19], [0.01, -0.02, -0.01], [-0.01, 0.00, 0.01], [0.01, 0.02, -0.01], [-0.04, -0.02, 0.04]]
}